(1)
{"formula": "C4H14N3O", "method": "ωB97M-V/def2-TZVPD", "species": ["C", "O", "H", "H", "H", "H", "C", "C", "C", "N", "N", "N", "H", "H", "H", "H", "H", "H", "H", "H", "H", "H"], "xyz": [[-2.5539, -2.6060, -1.0319], [-1.2803, -2.2013, -0.4971], [-1.0930, -2.6278, 0.3374], [-2.3552, -2.7341, -2.0933], [-3.3138, -1.8281, -1.0157], [-2.8813, -3.5328, -0.5748], [-0.1270, 1.9744, 0.5708], [0.4499, 2.0418, 1.9787], [1.2209, 0.2083, -0.4256], [0.0099, 0.6601, -0.0976], [2.2673, 0.9619, -0.7543], [1.2606, -1.0726, -0.8287], [-1.1248, 2.3682, 0.3985], [0.4665, 2.6776, -0.0258], [1.5307, 2.1288, 1.9567], [0.0529, 1.3256, 2.6919], [-0.6118, -0.0450, 0.2782], [2.3580, 1.8809, -0.3424], [3.1951, 0.5728, -0.8368], [0.4004, -1.6232, -0.8556], [2.0761, -1.5067, -1.2211], [0.0529, 2.9773, 2.3884]], "forces_ev_per_a": [[0.49, -0.01, -0.93], [0.05, 0.60, 0.26], [-0.32, -0.33, 0.29], [-0.14, -0.48, -0.06], [0.06, 0.14, 0.72], [-0.18, 0.01, -0.05], [1.08, 0.29, -0.92], [-1.36, 1.05, 0.16], [-0.73, -2.10, -2.62], [0.32, 1.17, 1.55], [0.82, 1.52, 1.19], [-0.01, -0.23, 0.69], [-0.28, -0.48, 0.52], [-0.09, -0.07, -0.09], [0.09, -0.37, 0.26], [0.31, -0.56, -0.21], [-0.09, -0.21, -0.43], [-0.38, 0.04, -0.09], [-0.26, -0.57, -0.27], [0.02, 0.20, 0.01], [0.21, 0.25, 0.02], [0.39, 0.15, 0.00]], "charge": 1, "relative_energy_kcal_mol": 23.82, "e_lumo_ha": -0.101, "gap_ha": 0.4271}


(2)
{"formula": "C4H14N3S", "method": "ωB97M-V/def2-TZVPD", "species": ["C", "C", "S", "H", "H", "H", "H", "H", "H", "C", "C", "N", "N", "N", "H", "H", "H", "H", "H", "H", "H", "H"], "xyz": [[-1.6328, -0.3241, -2.1822], [-0.5150, -2.2193, -3.9762], [-1.9501, -1.1303, -3.7818], [-1.4384, 0.7285, -2.3995], [-2.4215, -0.5106, -1.4622], [-0.6507, -0.6273, -1.8042], [0.2985, -1.8074, -3.3819], [-0.1960, -2.0730, -5.0054], [-0.6935, -3.2692, -3.8077], [0.7584, -0.9004, 2.6884], [0.6479, 1.4320, 1.8929], [0.0683, 0.2667, 2.0774], [1.9981, 1.5596, 1.8840], [-0.1490, 2.5198, 1.7829], [-0.9189, 0.3446, 2.2608], [2.5514, 1.0285, 1.2244], [2.2582, 2.5332, 1.9644], [0.0409, 3.2694, 1.1398], [-0.8322, 2.6582, 2.5114], [0.4606, -1.7535, 2.1080], [0.5132, -0.9580, 3.7438], [1.8027, -0.7675, 2.5227]], "forces_ev_per_a": [[1.06, 0.23, -0.54], [0.27, 0.90, -0.48], [-0.18, -0.18, 0.22], [-0.70, 0.14, 0.24], [-0.01, 0.15, 0.05], [-0.30, -0.50, 0.14], [0.02, -0.32, 0.19], [-0.01, -0.23, -0.14], [-0.13, -0.19, 0.33], [-0.63, 0.76, -0.79], [0.03, 0.09, -0.11], [0.49, -0.16, 1.13], [-0.60, 0.67, -0.73], [0.16, -0.23, 0.57], [-0.33, -0.27, -0.46], [0.07, -0.25, 0.29], [0.36, -0.10, -0.18], [0.28, 0.14, 0.24], [-0.34, 0.11, -0.38], [-0.25, -0.58, 0.17], [0.01, -0.21, 0.00], [0.73, 0.02, 0.24]], "charge": 1, "relative_energy_kcal_mol": 32.96, "e_lumo_ha": -0.128, "gap_ha": 0.2619}


(3)
{"formula": "C4H14N4", "method": "ωB97M-V/def2-TZVPD", "species": ["C", "C", "C", "C", "N", "N", "N", "N", "H", "H", "H", "H", "H", "H", "H", "H", "H", "H", "H", "H", "H", "H"], "xyz": [[0.0746, -0.0826, 0.3468], [0.5462, 0.5322, -0.8485], [-0.2226, -1.5524, 0.4007], [-2.6641, 0.1244, -0.9276], [2.2711, -0.1205, -0.6991], [-1.5377, 0.9588, -0.5823], [0.3770, 0.4972, 1.5584], [3.0887, 0.4038, 0.3146], [2.2782, -1.1331, -0.5921], [-1.7546, 1.4987, 0.2541], [0.4354, 1.5045, 1.5808], [-0.0301, 0.0830, 2.3831], [3.3106, 1.3659, 0.0841], [2.6455, 0.3828, 1.2396], [0.2898, 0.0699, -1.7890], [0.7905, 1.5850, -0.8329], [0.4558, -2.0686, 1.0821], [-1.2418, -1.7065, 0.7620], [-0.1546, -2.0063, -0.5847], [-3.5497, 0.7181, -1.1968], [-2.9842, -0.5836, -0.1366], [-2.4240, -0.4708, -1.8169]], "forces_ev_per_a": [[-2.08, 1.02, -0.29], [4.84, -1.81, 0.50], [-0.37, 0.19, -0.07], [-0.16, -0.17, 0.05], [-1.40, 0.76, -0.98], [0.13, -0.66, 1.27], [-0.20, -0.09, -0.31], [-0.11, 0.15, 0.37], [-0.23, 0.22, -0.04], [-0.23, 0.03, -0.04], [0.01, -0.09, 0.00], [-0.05, 0.05, -0.08], [0.07, -0.13, 0.03], [0.07, 0.13, -0.28], [-0.16, 0.22, 0.05], [-0.29, -0.01, -0.13], [0.06, 0.09, -0.05], [-0.01, -0.03, 0.03], [0.03, 0.04, -0.01], [0.06, -0.03, 0.05], [0.00, 0.11, -0.14], [0.03, 0.00, 0.07]], "relative_energy_kcal_mol": 114.95, "e_lumo_ha": 0.026, "gap_ha": 0.2757}


(4)
{"formula": "C4H14NO", "method": "ωB97M-V/def2-TZVPD", "species": ["C", "C", "C", "C", "N", "H", "H", "H", "H", "H", "H", "H", "H", "H", "H", "H", "H", "H", "H", "O"], "xyz": [[0.2927, -0.3577, -1.0175], [0.4983, -1.0486, 0.3984], [-0.2718, -0.2911, 1.5395], [-0.3136, -2.3963, 0.3159], [-0.4251, 0.9272, -1.0735], [1.3332, -0.2293, -1.4059], [-0.2129, -1.0752, -1.6672], [1.5374, -1.3692, 0.4609], [-0.4427, 0.7617, 1.2928], [-1.2941, -0.6417, 1.6948], [0.2666, -0.4380, 2.4872], [-0.1489, -2.8897, -0.6400], [-1.3669, -2.2528, 0.5022], [0.1813, -3.1636, 0.9622], [-1.1254, 0.8879, -0.3271], [0.0758, 1.8311, -0.7693], [-0.9003, 1.1028, -1.9570], [0.6195, 3.5696, 0.5369], [1.2183, 3.7029, -0.9267], [0.4786, 3.3699, -0.4066]], "forces_ev_per_a": [[2.44, -1.14, -0.11], [-3.62, -0.72, -0.83], [1.24, 0.09, -0.02], [2.20, -0.95, -0.09], [-0.46, 0.88, 1.29], [-1.03, 0.25, -0.10], [-0.06, 0.41, -0.01], [0.02, 0.87, 0.70], [0.73, 0.22, 0.71], [0.24, -0.45, -0.17], [-0.29, 0.55, -0.24], [-0.27, 0.18, -0.42], [-0.15, -0.24, 0.07], [-0.92, 0.77, 0.22], [-0.48, -0.06, -0.45], [0.17, -0.67, -0.60], [0.09, -0.10, -0.04], [0.18, 0.15, -0.62], [0.11, 0.25, 0.29], [-0.14, -0.27, 0.42]], "charge": 1, "relative_energy_kcal_mol": 29.16, "e_lumo_ha": -0.119, "gap_ha": 0.4343}


(5)
{"formula": "C4H14NO", "method": "ωB97M-V/def2-TZVPD", "species": ["C", "C", "N", "C", "C", "H", "H", "H", "H", "H", "H", "H", "H", "H", "H", "H", "H", "H", "H", "O"], "xyz": [[0.2724, 1.9387, -0.0642], [0.9664, 0.4670, -0.2955], [-0.0813, -0.5516, -0.2134], [0.2121, -1.6997, 0.7422], [1.7022, 0.4479, -1.5277], [0.9615, 2.6966, 0.3022], [-0.5408, 1.8501, 0.6556], [-0.0320, 2.3284, -1.0436], [1.5692, 0.4239, 0.6400], [-0.9925, -0.1232, 0.0506], [-0.3742, -0.8908, -1.1390], [0.2698, -1.2687, 1.7297], [-0.4493, -2.5328, 0.5010], [1.1707, -2.1144, 0.4149], [2.4300, 1.2769, -1.6178], [1.0415, 0.3857, -2.3990], [2.4806, -0.3447, -1.7913], [-3.4433, -0.1428, 1.0130], [-2.2675, -0.2867, 1.9943], [-2.5149, -0.4122, 1.0692]], "forces_ev_per_a": [[-0.05, 2.22, 0.08], [0.21, -1.40, -0.21], [-1.47, -0.06, -0.65], [1.10, -0.31, -1.49], [0.57, 1.03, -0.61], [0.36, -0.31, 0.22], [0.07, -0.54, 0.10], [-0.12, -0.65, -0.11], [0.01, 0.46, 0.02], [-0.33, -0.19, 0.91], [0.66, -0.35, -0.05], [-0.32, -0.44, 0.36], [-0.67, 0.47, 0.69], [0.22, 0.34, 0.39], [-0.13, 0.08, 0.18], [-0.04, -0.26, -0.25], [-0.23, -0.28, 0.45], [0.04, -0.06, -0.07], [-0.34, -0.10, 0.12], [0.46, 0.33, -0.07]], "charge": 2, "multiplicity": 2, "relative_energy_kcal_mol": 35.66, "e_lumo_ha": [-0.258, -0.564], "gap_ha": [0.4760, 0.1683]}


(6)
{"formula": "C4H14NO2", "method": "ωB97M-V/def2-TZVPD", "species": ["C", "C", "C", "C", "N", "H", "H", "H", "H", "H", "H", "H", "H", "H", "H", "H", "H", "O", "H", "H", "O"], "xyz": [[-1.0166, -1.5546, 1.5031], [-1.1493, -0.0105, 1.3290], [-0.8445, 0.3282, -0.0895], [-1.6770, 0.4862, -1.0995], [0.5897, 0.0589, -0.4413], [-2.0011, -2.0569, 1.4318], [-0.2222, -1.9636, 0.8757], [-0.8580, -1.7471, 2.5658], [-2.1594, 0.3944, 1.4794], [-0.5455, 0.6014, 1.9974], [-2.7606, 0.5916, -0.9977], [-1.4071, 0.6068, -2.1400], [0.8517, -0.0442, -1.4370], [1.2806, -0.6207, 0.0544], [1.0757, 0.9789, -0.4162], [0.4289, 3.0225, -1.9748], [0.9090, 1.8463, -2.8472], [0.5075, 2.0599, -1.9958], [2.3666, -1.8654, 1.7767], [3.3778, -1.5084, 0.7016], [2.4702, -1.3332, 0.9785]], "forces_ev_per_a": [[-1.11, 0.76, 1.52], [-0.59, 0.26, -0.63], [0.28, -1.72, -0.76], [-1.00, 0.48, -0.40], [2.87, 1.03, -0.70], [0.59, 0.25, -1.00], [-0.39, -0.27, 0.21], [0.78, -0.07, -0.03], [0.07, -0.58, 0.19], [0.41, -0.33, 0.15], [0.42, -0.03, 0.62], [0.48, -0.24, 0.18], [-1.37, -0.70, 0.25], [-1.65, 0.65, 0.21], [-0.34, -0.22, 0.81], [0.01, -0.08, -0.11], [0.00, 0.34, -0.08], [0.41, 0.55, -0.44], [-0.21, 0.06, 0.01], [-0.01, 0.09, -0.11], [0.35, -0.23, 0.10]], "charge": 1, "relative_energy_kcal_mol": 41.49, "e_lumo_ha": -0.113, "gap_ha": 0.3949}